Record 1
# C39H34CaClGeN4O10S2

C39H34CaClGeN4O10S2 as an isolated structure (wB97M-V/def2-TZVPD, OMol25).

Positions of all 92 atoms, in Å:
Ge (-1.093, -1.222, 2.461)
Ca (-0.262, 0.458, -0.559)
Cl (-1.428, 2.664, 0.767)
S (3.660, 1.055, -3.469)
S (0.978, 0.031, -4.113)
O (0.341, 2.989, -2.783)
O (-1.300, 3.058, 2.147)
O (5.302, 0.771, -0.216)
O (1.334, 0.651, 1.076)
O (0.253, -1.606, 0.088)
O (-3.759, 1.005, -2.481)
O (-2.399, 3.484, 0.092)
O (-1.868, 1.246, 0.716)
O (1.199, -2.642, -1.674)
O (-0.135, 2.735, 0.088)
N (1.793, 0.408, -1.619)
N (2.834, 0.543, -0.717)
N (-2.191, -1.154, -1.200)
N (-1.526, 1.660, -2.346)
C (0.796, 1.268, 5.308)
C (1.684, 1.141, -5.359)
C (0.284, -2.484, -0.868)
C (-5.640, 0.058, 3.208)
C (2.745, 2.020, -4.702)
C (-4.014, -1.327, 2.097)
C (3.413, 0.014, 2.815)
C (1.138, -0.987, 6.065)
C (-4.236, 3.796, -3.719)
C (0.176, -3.813, 2.346)
C (-2.855, 1.818, -2.642)
C (-1.857, 3.771, -3.378)
C (-1.701, 5.024, -3.929)
C (0.274, -5.199, 2.343)
C (-0.093, -0.579, 4.016)
C (-5.334, -0.927, 2.277)
C (-0.996, -3.300, -1.038)
C (-2.974, -0.771, 2.849)
C (3.660, 0.350, 1.488)
C (6.031, 0.309, 1.975)
C (5.759, -0.017, 3.294)
C (-2.155, -3.968, 2.890)
C (1.311, 0.380, 6.246)
C (-0.851, -5.977, 2.597)
C (0.441, -1.462, 4.956)
C (-1.984, -2.456, -1.853)
C (-2.850, 5.674, -4.385)
C (-3.089, 3.174, -3.277)
C (-4.102, 5.068, -4.281)
C (2.105, 0.484, -2.840)
C (4.991, 0.480, 1.056)
C (0.110, 0.793, 4.196)
C (-1.040, -3.172, 2.624)
C (-3.301, 0.223, 3.776)
C (-2.064, -5.359, 2.872)
C (2.480, 0.540, 0.579)
C (4.444, -0.180, 3.725)
C (-0.862, 2.789, -2.793)
C (-4.618, 0.631, 3.956)
H (1.225, -5.672, 2.124)
H (7.049, 0.429, 1.621)
H (4.221, -0.446, 4.751)
H (-0.249, 1.496, 3.452)
H (2.111, 0.524, -6.151)
H (-1.559, -2.276, -2.843)
H (-2.917, -3.010, -1.995)
H (-0.721, 5.484, -3.993)
H (3.458, 2.404, -5.432)
H (-2.858, -0.568, -1.705)
H (0.880, 1.755, -5.767)
H (-5.203, 3.313, -3.624)
H (-2.519, 0.692, 4.362)
H (0.941, 2.336, 5.431)
H (-4.981, 5.596, -4.635)
H (-0.784, -7.059, 2.575)
H (-2.771, 6.662, -4.825)
H (2.380, -0.091, 3.117)
H (-3.801, -2.091, 1.353)
H (-0.768, -4.228, -1.561)
H (1.049, -3.215, 2.101)
H (4.414, 0.765, -0.704)
H (-3.106, -3.504, 3.123)
H (-2.947, -5.959, 3.066)
H (0.314, -2.530, 4.827)
H (2.264, 2.846, -4.177)
H (-4.843, 1.413, 4.671)
H (-2.574, -1.298, -0.270)
H (-6.120, -1.375, 1.680)
H (-1.429, -3.519, -0.059)
H (1.553, -1.687, 6.782)
H (6.581, -0.147, 3.992)
H (-6.664, 0.389, 3.338)
H (1.849, 0.751, 7.111)

2S+1: 2
HOMO-LUMO gap (alpha / beta) (eV): 6.2 / 6.8
⟨S²⟩: 0.75
Energy above the lowest of the compared OMol25 structures with the same formula, charge and spin (kcal/mol): 12.0
Charge: -2



Record 2
# C39H35ClGaN2Si2

C39H35ClGaN2Si2 as an isolated structure (wB97M-V/def2-TZVPD, OMol25).

Positions of all 80 atoms, in Å:
Ga (0.608, 0.197, 2.477)
Cl (2.319, 0.664, -0.100)
Si (0.275, 0.148, 0.019)
Si (1.043, 0.006, -3.523)
N (1.807, -0.664, 3.781)
N (0.539, 1.620, 3.853)
C (1.145, -1.414, -4.702)
C (-2.424, -2.736, -1.303)
C (0.464, 3.304, 6.067)
C (2.138, -1.984, 3.777)
C (-2.367, -0.149, 4.319)
C (-0.558, 3.319, -5.352)
C (-0.621, 2.553, -1.204)
C (0.440, 3.769, -6.222)
C (-1.874, -3.925, -0.816)
C (-3.146, 2.570, -0.004)
C (2.908, -0.358, 5.895)
C (-0.335, 2.210, -4.533)
C (0.904, 1.552, -4.543)
C (-0.945, 1.541, -0.281)
C (3.316, -1.690, 5.871)
C (-1.732, -1.531, -1.143)
C (0.869, -3.738, -6.267)
C (-1.582, -2.163, 3.537)
C (2.888, -2.509, 4.821)
C (1.674, 3.106, -6.244)
C (0.313, -1.412, -5.835)
C (-0.388, 2.615, 3.905)
C (1.804, -3.684, -5.229)
C (-1.127, -2.003, 4.870)
C (0.083, -2.707, -0.050)
C (1.955, -2.532, -4.448)
C (-0.445, 3.450, 5.013)
C (2.076, 0.127, 4.876)
C (-2.203, 1.598, 0.365)
C (0.151, -2.580, -6.587)
C (-1.607, -0.756, 5.355)
C (1.369, 1.375, 4.923)
C (-2.838, 3.498, -1.008)
C (-0.626, -3.906, -0.181)
C (-0.461, -1.492, -0.518)
C (-2.349, -1.018, 3.193)
C (-1.570, 3.499, -1.598)
C (1.920, 2.018, -5.397)
C (1.391, 2.264, 6.008)
H (2.415, -4.560, -5.019)
H (-2.209, -0.602, -1.469)
H (-0.232, -0.233, -2.827)
H (0.455, 3.988, 6.916)
H (1.045, -2.691, 0.472)
H (-4.130, 2.581, 0.478)
H (-1.462, -0.361, 6.365)
H (-1.140, 1.842, -3.895)
H (-2.426, -4.862, -0.902)
H (-3.393, -2.747, -1.807)
H (3.180, 0.328, 6.693)
H (-0.544, -2.583, -7.422)
H (-3.582, 4.233, -1.317)
H (-1.051, 2.710, 3.043)
H (-0.219, -0.497, -6.120)
H (1.783, -2.573, 2.929)
H (3.158, -3.563, 4.786)
H (0.378, 2.562, -1.649)
H (-0.198, -4.835, 0.208)
H (-2.905, 0.799, 4.394)
H (3.951, -2.081, 6.663)
H (-1.410, -3.027, 2.890)
H (2.133, 0.029, -2.508)
H (-1.331, 4.215, -2.389)
H (-0.551, -2.733, 5.445)
H (-2.441, 0.875, 1.154)
H (2.117, 2.089, 6.798)
H (2.891, 1.515, -5.418)
H (-1.520, 3.829, -5.319)
H (-1.194, 4.240, 5.028)
H (2.448, 3.443, -6.937)
H (2.694, -2.491, -3.641)
H (0.257, 4.626, -6.880)
H (-2.874, -0.862, 2.247)
H (0.708, -4.657, -6.831)

HOMO-LUMO gap (eV): 4.4
Energy above the lowest of the compared OMol25 structures with the same formula, charge and spin (kcal/mol): 0.0
Charge: +1



Record 3
# C39H35F5FeN7O2S4

C39H35F5FeN7O2S4 as an isolated structure (wB97M-V/def2-TZVPD, OMol25).

Positions of all 93 atoms, in Å:
Fe (0.155, -0.962, -0.267)
S (3.378, -0.894, -1.182)
S (1.841, -1.674, 2.106)
S (-0.631, 1.231, -2.968)
S (1.869, 0.495, 4.201)
F (-1.235, -4.003, -2.355)
F (1.214, -2.959, -2.336)
F (-1.001, -3.042, -4.274)
F (-2.158, -2.072, -2.722)
F (0.520, -1.183, -3.365)
O (-0.444, 0.644, -1.574)
O (1.975, -0.441, -0.766)
N (-1.806, -1.186, 0.491)
N (-0.129, -3.144, 0.219)
N (-0.830, -5.790, 0.620)
N (-0.368, 0.864, 1.039)
N (-1.369, 3.278, 1.941)
N (-8.798, -1.624, 0.776)
N (3.753, -1.177, 3.878)
C (-2.175, 2.308, 1.525)
C (4.495, -0.086, -0.068)
C (0.168, -2.102, -2.431)
C (-6.018, -1.468, 0.703)
C (-1.075, -2.825, -2.965)
C (-1.742, -4.827, 0.623)
C (-3.903, -0.145, 0.813)
C (4.218, 1.163, 0.469)
C (-1.685, 1.087, 1.081)
C (-8.183, -0.625, 0.153)
C (3.652, 0.017, -2.718)
C (5.144, 1.746, 1.318)
C (3.116, 0.406, 5.526)
C (-2.549, 4.709, -3.482)
C (4.315, -0.286, 4.888)
C (-8.044, -2.546, 1.363)
C (-6.657, -2.519, 1.351)
C (-2.525, -0.089, 0.743)
C (-1.408, -3.498, 0.411)
C (2.029, 2.064, -2.488)
C (-0.068, 3.030, 1.927)
C (0.440, 1.820, 1.463)
C (-1.507, 4.809, -1.310)
C (-2.281, 5.394, -2.306)
C (2.578, -0.851, 3.356)
C (-1.258, 2.866, -2.675)
C (-0.986, 3.539, -1.494)
C (-3.758, -2.523, 0.520)
C (-4.543, -1.379, 0.663)
C (5.666, -0.768, 0.234)
C (6.333, 1.085, 1.611)
C (3.450, 1.532, -2.725)
C (-6.804, -0.497, 0.093)
C (1.044, 1.623, -3.570)
C (-2.384, -2.386, 0.454)
C (0.788, -4.103, 0.223)
C (-2.046, 3.429, -3.670)
C (0.428, -5.431, 0.420)
C (6.595, -0.167, 1.073)
H (7.521, -0.676, 1.302)
H (0.594, 3.803, 2.298)
H (5.854, -1.752, -0.179)
H (-3.162, 5.163, -4.248)
H (4.681, -0.237, -2.989)
H (1.819, -3.815, 0.070)
H (-1.316, 5.343, -0.388)
H (7.064, 1.554, 2.256)
H (-2.685, 6.386, -2.159)
H (4.286, -1.924, 3.459)
H (0.896, 2.375, -4.347)
H (-6.100, -3.289, 1.868)
H (-3.237, 2.517, 1.544)
H (1.361, 0.708, -4.065)
H (3.797, 1.862, -3.709)
H (4.950, 2.725, 1.737)
H (3.297, 1.667, 0.211)
H (-6.361, 0.329, -0.449)
H (4.981, 0.434, 4.407)
H (1.179, -6.210, 0.417)
H (2.702, -0.172, 6.349)
H (-8.570, -3.344, 1.873)
H (1.663, 1.724, -1.519)
H (4.132, 1.991, -2.007)
H (-2.767, -5.125, 0.800)
H (-8.821, 0.109, -0.325)
H (-4.487, 0.739, 1.023)
H (1.502, 1.614, 1.453)
H (3.355, 1.408, 5.873)
H (2.071, 3.153, -2.451)
H (-4.225, -3.494, 0.441)
H (-2.271, 2.876, -4.573)
H (-0.384, 3.063, -0.732)
H (3.003, -0.505, -3.424)
H (4.881, -0.859, 5.621)

2S+1: 6
HOMO-LUMO gap (alpha / beta) (eV): 7.9 / 7.1
⟨S²⟩: 8.76
Energy above the lowest of the compared OMol25 structures with the same formula, charge and spin (kcal/mol): 6.1
Charge: +2



Record 4
# C39H35N5O5PRbS2

C39H35N5O5PRbS2 as an isolated structure (wB97M-V/def2-TZVPD, OMol25).

Positions of all 88 atoms, in Å:
Rb (1.469, -0.340, -1.580)
S (3.652, 4.796, -1.951)
S (-3.289, -2.350, -5.603)
P (2.103, 0.505, 1.672)
O (-2.433, -3.012, -6.543)
O (-1.024, -1.315, -1.253)
O (5.251, -0.343, -1.900)
O (-4.638, -1.995, -5.941)
O (-0.454, -0.671, -3.322)
N (5.714, 0.099, -0.653)
N (-0.754, 4.103, -0.556)
N (-2.505, -1.005, -5.149)
N (2.439, 2.572, -1.679)
N (-0.115, 1.974, -0.459)
C (2.104, -3.072, 3.763)
C (1.018, 1.605, 2.645)
C (1.049, -3.743, 3.158)
C (-0.804, 3.401, 3.766)
C (-3.369, -3.375, -4.160)
C (4.744, 0.180, 0.159)
C (0.222, 3.868, 2.951)
C (3.571, 3.088, -2.040)
C (1.738, -1.168, 2.326)
C (-3.898, 2.837, 0.940)
C (0.340, -3.133, 2.133)
C (5.226, 1.655, 4.128)
C (2.046, 4.824, -1.377)
C (-1.299, -0.872, -2.400)
C (3.777, 0.867, 2.355)
C (3.960, 1.368, 3.645)
C (6.180, 0.958, 2.039)
C (-2.231, -4.559, -2.421)
C (1.119, 2.976, 2.390)
C (2.445, -1.790, 3.353)
C (-1.406, 2.082, 0.031)
C (0.688, -1.857, 1.711)
C (-3.471, -5.586, -0.489)
C (1.557, 3.556, -1.295)
C (0.229, 3.180, -0.800)
C (-4.588, -3.643, -3.563)
C (-1.824, 3.417, -0.017)
C (0.000, 1.149, 3.474)
C (-2.762, -0.538, -2.679)
C (6.340, 1.444, 3.321)
C (-3.062, -0.123, -4.121)
C (-3.077, 3.825, 0.430)
C (-4.618, -4.375, -2.383)
C (4.908, 0.670, 1.542)
C (-0.909, 2.045, 4.028)
C (-3.490, 1.493, 0.994)
C (-2.248, 1.095, 0.542)
C (-2.185, -3.841, -3.600)
C (-3.445, -4.831, -1.793)
H (0.120, -1.406, 0.900)
H (-4.883, 3.104, 1.299)
H (-1.940, 0.058, 0.534)
H (1.562, 5.749, -1.112)
H (-0.101, 0.090, 3.674)
H (-3.355, -1.400, -2.370)
H (-1.238, -3.625, -4.076)
H (-1.511, -1.155, -4.996)
H (-5.570, -4.588, -1.911)
H (0.784, -4.741, 3.482)
H (3.095, 1.538, 4.274)
H (4.415, 2.497, -2.367)
H (-1.706, 1.676, 4.660)
H (2.663, -3.547, 4.560)
H (-2.632, 0.860, -4.316)
H (-4.135, -0.048, -4.290)
H (-1.308, -4.908, -1.972)
H (-1.518, 4.095, 4.190)
H (3.749, -0.089, -0.181)
H (-3.037, 0.276, -2.003)
H (0.312, 4.927, 2.743)
H (6.056, -0.454, -2.417)
H (-2.867, -6.492, -0.548)
H (1.902, 3.340, 1.731)
H (-5.496, -3.272, -4.020)
H (-3.065, -4.973, 0.319)
H (5.345, 2.041, 5.132)
H (7.039, 0.796, 1.401)
H (-3.396, 4.858, 0.384)
H (-4.173, 0.755, 1.392)
H (-4.487, -5.869, -0.216)
H (3.269, -1.277, 3.833)
H (-0.479, -3.648, 1.648)
H (7.332, 1.663, 3.695)
H (-0.739, 5.071, -0.822)

HOMO-LUMO gap (eV): 8.4
Energy above the lowest of the compared OMol25 structures with the same formula, charge and spin (kcal/mol): 4.3
Charge: 0



Record 5
# C39H35N8S2SeW

C39H35N8S2SeW as an isolated structure (wB97M-V/def2-TZVPD, OMol25).

Positions of all 86 atoms, in Å:
W (0.714, 0.544, 0.164)
Se (-0.738, 2.444, 0.836)
S (3.952, 4.215, -0.441)
S (2.351, 1.748, -1.206)
N (5.337, -1.314, 2.513)
N (0.601, -0.438, 2.131)
N (3.747, -0.828, 0.870)
N (2.160, -2.456, 0.323)
N (1.906, 1.657, 1.550)
N (0.213, 0.229, -2.015)
N (2.684, 2.760, 1.248)
N (1.572, -1.489, -0.476)
C (-3.193, -2.147, -0.429)
C (1.857, 1.400, 2.821)
C (0.656, -1.555, 4.705)
C (-4.244, 2.880, -1.408)
C (2.941, 2.862, -0.009)
C (-3.858, 3.669, -2.482)
C (-4.506, -3.585, -1.852)
C (-3.387, -2.794, -1.652)
C (-1.061, -0.635, -0.006)
C (-5.445, -3.738, -0.841)
C (-2.037, -1.326, -0.211)
C (4.784, -2.556, 2.811)
C (-3.853, 1.770, 0.805)
C (1.215, -0.324, 4.471)
C (-0.848, 0.789, -4.069)
C (4.087, 4.072, -2.233)
C (-3.358, 2.531, -0.392)
C (0.083, -2.233, 3.629)
C (0.208, -1.332, -3.824)
C (-0.513, -0.440, -4.604)
C (-2.551, 4.145, -2.510)
C (-4.835, 4.050, -3.560)
C (3.666, -2.959, 2.084)
C (-4.142, -2.305, 0.584)
C (-5.260, -3.096, 0.376)
C (1.189, 0.200, 3.175)
C (0.554, -0.965, -2.536)
C (5.322, -3.365, 3.811)
C (3.155, -2.057, 1.051)
C (3.072, -4.190, 2.379)
C (0.067, -1.657, 2.383)
C (-0.463, 1.089, -2.771)
C (-0.227, 4.362, -1.609)
C (4.778, -0.522, 1.582)
C (4.725, -4.577, 4.081)
C (-2.032, 2.957, -0.492)
C (1.294, -1.865, -1.662)
C (-1.628, 3.814, -1.525)
C (3.596, -4.992, 3.368)
H (-5.271, 2.536, -1.344)
H (-4.412, 3.889, -4.552)
H (6.194, -3.041, 4.364)
H (-5.990, -3.211, 1.166)
H (4.563, 3.139, -2.525)
H (-5.097, 5.107, -3.487)
H (-3.993, -1.800, 1.530)
H (4.718, 4.907, -2.530)
H (2.370, 2.039, 3.527)
H (5.249, 0.446, 1.437)
H (-6.319, -4.355, -1.001)
H (2.203, -4.491, 1.810)
H (0.503, 3.574, -1.824)
H (-3.322, 0.828, 0.930)
H (-3.694, 2.355, 1.714)
H (-4.919, 1.565, 0.716)
H (0.501, -2.304, -4.196)
H (-1.409, 1.522, -4.632)
H (0.664, -1.990, 5.695)
H (-0.804, -0.703, -5.612)
H (6.153, -0.998, 3.013)
H (-0.723, 2.033, -2.316)
H (-0.367, -3.208, 3.755)
H (-5.755, 3.472, -3.482)
H (-0.391, -2.156, 1.545)
H (5.136, -5.211, 4.854)
H (-2.656, -2.669, -2.440)
H (-4.649, -4.083, -2.802)
H (0.079, 4.819, -0.667)
H (3.113, 4.170, -2.707)
H (1.594, -2.849, -2.008)
H (1.687, 0.251, 5.255)
H (3.138, -5.945, 3.593)
H (-2.242, 4.804, -3.316)
H (-0.162, 5.111, -2.396)

HOMO-LUMO gap (alpha / beta) (eV): 5.9 / 5.9
Energy above the lowest of the compared OMol25 structures with the same formula, charge and spin (kcal/mol): 0.0
Charge: +1



> The highest energy above the lowest of the compared OMol25 structures with the same formula, charge and spin belongs to which entry?

C39H34CaClGeN4O10S2